62
Properties=species:S:1:pos:R:3 method="wB97M-V/def2-TZVPD" de_lowest_kj_mol=823.5 homo_energy_ha=-0.30500 smiles="CCOC(=O)CCCc1c(P(N)O)cc2c(c1Br)C(=O)C(Cl)=C(N=C(C)C)C2=O.c1ccccc1" orbital_gap_ha=0.2561
C -2.502 0.976 3.556
C -2.643 0.192 2.162
O -1.478 0.292 1.299
C -0.382 -0.475 1.824
O 0.654 0.176 2.122
C -0.432 -2.067 2.000
C 0.994 -2.725 2.314
C 1.783 -3.221 0.979
C 2.228 -1.881 0.206
C 3.466 -1.109 0.720
P 4.539 -1.586 2.200
N 3.833 -0.985 3.719
O 5.974 -0.618 2.030
C 3.847 0.210 -0.037
C 2.980 0.659 -1.227
C 1.720 -0.124 -1.755
C 1.342 -1.421 -1.009
Br -0.269 -2.391 -1.621
C 0.891 0.483 -3.001
O 0.372 -0.212 -3.899
C 0.803 2.094 -3.009
Cl -0.666 3.025 -3.542
C 1.960 2.804 -2.536
N 1.999 4.292 -2.448
C 1.722 4.518 -1.146
C 0.186 4.571 -0.660
C 2.853 4.695 -0.029
C 3.287 2.030 -2.019
O 4.438 2.459 -2.249
H -2.513 2.117 3.399
H -3.423 0.721 4.208
H -1.592 0.613 4.140
H -3.528 0.677 1.602
H -2.964 -0.899 2.347
H -0.964 -2.562 1.122
H -1.098 -2.259 2.925
H 1.634 -2.007 2.952
H 0.839 -3.654 2.979
H 1.031 -3.845 0.392
H 2.662 -3.905 1.235
H 3.228 -0.172 3.525
H 3.340 -1.732 4.223
H 5.699 0.259 2.406
H 4.726 0.886 0.272
H -0.523 4.891 -1.505
H -0.088 3.468 -0.425
H 0.033 5.151 0.309
H 2.813 3.729 0.611
H 2.702 5.600 0.646
H 3.874 4.667 -0.552
C -3.841 -3.013 -2.870
C -5.117 -3.568 -2.841
C -6.224 -2.757 -2.613
C -6.057 -1.388 -2.423
C -4.781 -0.833 -2.456
C -3.673 -1.645 -2.675
H -2.977 -3.646 -3.044
H -5.248 -4.634 -2.995
H -7.218 -3.191 -2.584
H -6.920 -0.755 -2.250
H -4.651 0.235 -2.310
H -2.679 -1.212 -2.695



26
Properties=species:S:1:pos:R:3 method="wB97M-V/def2-TZVPD" homo_energy_ha=-0.14280 total_charge=-1 orbital_gap_ha=0.2476
S 3.949 1.240 -0.028
H 4.002 0.607 -1.209
H 0.918 1.947 -1.381
H -0.323 1.601 -2.243
O -0.040 1.691 -1.325
H 2.211 -1.935 1.701
H 2.571 -3.090 0.761
O 1.860 -2.757 1.316
H -1.368 0.285 -2.435
H -2.838 0.576 -2.605
O -2.080 0.229 -3.073
H 3.479 -0.023 1.703
H 2.359 0.275 2.837
O 2.739 -0.426 2.247
H -2.462 1.768 -0.494
H -3.840 1.512 -0.229
O -3.225 1.415 -0.959
H -0.619 0.651 0.138
H 0.451 0.102 1.082
O -0.432 0.472 1.108
H -2.099 2.621 2.293
H -1.761 1.362 1.735
O -2.506 1.983 1.674
H 0.306 -3.809 -0.421
H -0.981 -3.898 -1.303
O -0.272 -4.401 -0.891



123
Properties=species:S:1:pos:R:3 method="wB97M-V/def2-TZVPD" homo_energy_ha=-0.27929 smiles="CC(=O)OCCC[C@@H](OC[PH2]=O)[C@H](O[C@H](CCCF)P(O)O)C(F)(F)c1cccc(C(F)(F)F)c1.CC#N.CC#N.CC#N.CC#N.CC#N.CC#N.CC#N.CC#N.CC#N.CC#N" orbital_gap_ha=0.2831
C 4.328 -0.362 0.172
C 4.399 -1.863 0.307
O 4.468 -2.401 1.377
O 4.336 -2.564 -0.860
C 2.942 -2.885 -1.137
C 2.646 -2.772 -2.623
C 1.999 -1.435 -3.057
C 0.506 -1.572 -3.437
O -0.191 -2.524 -2.658
C -0.391 -2.136 -1.316
P -0.457 -3.580 -0.163
O -1.705 -3.552 0.651
C -0.209 -0.210 -3.464
O -1.538 -0.437 -3.875
C -2.534 0.265 -3.149
C -3.485 -0.708 -2.403
C -3.960 -0.034 -1.106
C -3.153 -0.438 0.108
F -1.963 0.345 0.147
P -3.628 1.376 -4.260
O -3.197 2.962 -3.924
O -3.144 1.005 -5.785
C 0.482 0.798 -4.445
F 1.315 0.196 -5.333
F -0.483 1.410 -5.189
C 1.199 1.891 -3.673
C 0.433 2.761 -2.911
C 1.008 3.764 -2.154
C 2.389 3.898 -2.144
C 3.149 3.040 -2.919
C 4.650 3.247 -2.898
F 5.140 3.056 -1.660
F 4.943 4.526 -3.215
F 5.309 2.436 -3.724
C 2.575 2.047 -3.690
H 4.668 0.111 1.085
H 4.882 -0.032 -0.706
H 3.291 -0.052 0.012
H 2.785 -3.912 -0.798
H 2.311 -2.248 -0.509
H 3.593 -2.868 -3.145
H 2.060 -3.642 -2.919
H 2.041 -0.767 -2.185
H 2.579 -1.010 -3.868
H 0.484 -1.951 -4.462
H -1.350 -1.643 -1.158
H 0.373 -1.452 -0.930
H 0.675 -3.517 0.676
H -0.361 -4.723 -0.980
H -0.126 0.217 -2.461
H -2.127 0.932 -2.377
H -2.994 -1.665 -2.239
H -4.359 -0.856 -3.042
H -3.890 1.054 -1.180
H -5.010 -0.246 -0.928
H -2.852 -1.483 0.112
H -3.691 -0.200 1.016
H -3.020 3.078 -2.982
H -3.752 1.469 -6.372
H -0.643 2.633 -2.918
H 0.353 4.418 -1.592
H 2.852 4.660 -1.533
H 3.173 1.387 -4.305
C 4.170 1.414 4.082
C 3.528 1.882 2.863
N 3.030 2.252 1.897
H 4.553 0.401 3.956
H 5.005 2.057 4.353
H 3.476 1.408 4.918
C -3.364 -2.638 3.664
C -4.253 -2.311 2.566
N -4.898 -2.047 1.655
H -3.606 -3.604 4.101
H -2.329 -2.680 3.321
H -3.426 -1.889 4.454
C -2.623 -2.418 7.494
C -3.154 -3.618 6.871
N -3.582 -4.533 6.326
H -2.817 -1.551 6.864
H -3.090 -2.236 8.462
H -1.548 -2.487 7.657
C -6.424 -1.289 6.344
C -5.171 -0.555 6.292
N -4.173 0.012 6.251
H -6.717 -1.623 5.348
H -6.331 -2.169 6.980
H -7.223 -0.665 6.741
C 4.326 -6.439 1.762
C 3.713 -6.162 0.474
N 3.236 -5.944 -0.546
H 4.645 -7.478 1.825
H 5.198 -5.804 1.917
H 3.625 -6.250 2.573
C 1.272 4.109 6.409
C 2.607 3.587 6.642
N 3.652 3.147 6.821
H 0.575 3.295 6.210
H 0.911 4.660 7.276
H 1.258 4.782 5.553
C -7.006 3.686 -0.605
C -6.748 2.654 -1.597
N -6.544 1.839 -2.380
H -6.879 3.295 0.404
H -6.322 4.525 -0.730
H -8.023 4.065 -0.695
C 6.911 -3.860 -5.218
C 5.569 -4.257 -4.821
N 4.512 -4.569 -4.501
H 7.564 -4.728 -5.296
H 6.898 -3.360 -6.185
H 7.344 -3.177 -4.489
C -0.497 6.542 -4.838
C -0.871 6.758 -3.450
N -1.157 6.905 -2.348
H -0.173 7.472 -5.302
H 0.319 5.824 -4.909
H -1.339 6.152 -5.408
C -1.567 1.532 4.590
C -0.305 2.253 4.518
N 0.689 2.825 4.461
H -1.878 1.194 3.602
H -1.486 0.657 5.231
H -2.359 2.162 4.991



47
Properties=species:S:1:pos:R:3 method="wB97M-V/def2-TZVPD" de_lowest_kj_mol=0.0 homo_energy_ha=-0.31181 orbital_gap_ha=0.2961
C 2.012 3.185 3.272
H 1.969 2.983 4.340
H 1.622 4.184 3.097
H 3.052 3.166 2.958
C 1.143 2.181 2.515
N 1.475 0.802 2.847
C 0.587 -0.004 3.481
O 0.899 -0.921 4.213
C -0.909 0.245 3.215
N -1.231 0.380 1.809
C -1.760 1.534 1.298
O -1.988 2.536 1.919
S -2.074 1.325 -0.433
C -1.487 -0.321 -0.417
C -1.359 -1.207 -1.423
C -1.664 -1.089 -2.825
C -2.256 0.043 -3.397
C -2.519 0.097 -4.750
C -2.187 -0.988 -5.544
C -1.601 -2.126 -5.015
C -1.345 -2.169 -3.661
H -0.887 -3.049 -3.234
H -1.355 -2.953 -5.662
F -2.444 -0.937 -6.864
H -2.976 0.966 -5.197
H -2.516 0.885 -2.777
H -0.943 -2.161 -1.114
C -1.057 -0.681 0.940
O -0.640 -1.761 1.290
H -1.417 -0.643 3.605
H -1.284 1.127 3.741
C 2.883 0.414 2.693
C 3.405 0.883 1.343
H 4.460 0.659 1.224
H 3.210 1.912 1.076
S 2.470 -0.235 0.237
O 1.153 0.319 0.029
O 3.222 -0.542 -0.947
C 2.424 -1.647 1.385
C 3.101 -1.111 2.632
H 2.713 -1.596 3.527
H 4.179 -1.280 2.584
H 1.385 -1.917 1.550
H 2.958 -2.468 0.920
H 3.470 0.827 3.525
H 0.116 2.374 2.809
H 1.206 2.335 1.434



101
Properties=species:S:1:pos:R:3 method="wB97M-V/def2-TZVPD" de_lowest_kj_mol=0.0 s2=0.75 spin_multiplicity=2 homo_energy_ha="-0.65635 / -0.65900" total_charge=+4 orbital_gap_ha="0.1663 / 0.1690"
Re 0.450 -1.708 0.282
O 3.022 -2.582 1.912
S 2.389 -1.319 1.549
C 2.024 -0.387 3.018
C 2.877 -0.432 4.110
C 2.535 0.290 5.245
C 1.350 1.020 5.285
C 0.481 1.011 4.204
C 0.819 0.306 3.049
P -0.350 0.017 1.687
C -0.655 1.741 0.997
C 0.006 2.801 1.552
C -0.534 4.102 1.483
C -1.831 4.337 0.989
C -2.432 3.341 0.290
C -1.721 2.067 -0.022
C -1.902 -0.221 2.604
C -1.943 -1.368 3.402
C -3.023 -1.609 4.235
C -4.080 -0.706 4.279
C -4.037 0.448 3.511
C -2.949 0.694 2.683
C 3.535 -0.254 0.689
C 4.689 0.215 1.300
C 5.576 0.980 0.553
C 5.310 1.262 -0.783
C 4.170 0.759 -1.396
C 3.274 -0.008 -0.660
P 1.916 -0.945 -1.396
C 1.391 -0.159 -2.941
C 1.969 -0.542 -4.151
C 1.444 -0.107 -5.360
C 0.300 0.677 -5.374
C -0.281 1.091 -4.183
C 0.288 0.704 -2.981
C 2.626 -2.544 -1.858
C 3.873 -2.946 -1.369
C 4.380 -4.190 -1.707
C 3.651 -5.038 -2.530
C 2.409 -4.645 -3.019
C 1.891 -3.409 -2.683
H 3.766 -1.050 4.090
H 3.183 0.265 6.111
H 1.088 1.567 6.181
H -0.474 1.519 4.282
H 0.865 2.653 2.194
H 0.015 4.917 1.945
H -2.320 5.287 1.162
H -3.431 3.475 -0.104
H -2.440 1.256 -0.164
H -1.093 -2.044 3.421
H -3.033 -2.481 4.876
H -4.920 -0.886 4.938
H -4.842 1.168 3.571
H -2.932 1.630 2.139
H 4.911 -0.010 2.334
H 6.481 1.351 1.014
H 6.010 1.858 -1.354
H 3.996 0.945 -2.449
H 2.821 -1.209 -4.150
H 1.910 -0.409 -6.288
H -0.145 0.972 -6.315
H -1.171 1.704 -4.202
H -0.145 0.381 -0.999
H 4.468 -2.296 -0.740
H 5.349 -4.493 -1.335
H 4.054 -6.005 -2.799
H 1.848 -5.304 -3.668
H 0.925 -3.113 -3.072
C -5.781 -3.500 1.830
C -4.364 -3.842 2.071
N -3.903 -4.572 3.051
N -2.583 -4.642 2.857
C -2.192 -3.942 1.797
S -0.530 -3.835 1.230
N -3.316 -3.443 1.271
N -3.381 -2.584 0.172
H -6.392 -4.004 2.575
H -6.104 -3.839 0.843
H -5.939 -2.423 1.909
H -2.013 -5.223 3.462
H -2.795 -2.970 -0.567
H -4.342 -2.600 -0.159
O -0.541 -2.807 -1.010
O -0.805 -4.103 -0.370
N -0.255 1.115 -1.718
C -0.923 2.206 -1.411
N -0.878 3.303 -2.143
C 0.428 3.780 -2.713
C 0.262 4.448 -4.071
O -0.762 5.412 -4.019
C -1.991 4.801 -3.740
C -1.986 4.270 -2.303
H 1.130 2.953 -2.762
H 0.793 4.520 -1.997
H 0.063 3.718 -4.861
H 1.190 4.965 -4.311
H -2.200 3.993 -4.452
H -2.774 5.551 -3.832
H -2.934 3.778 -2.105
H -1.833 5.121 -1.637



47
Properties=species:S:1:pos:R:3 method="wB97M-V/def2-TZVPD" s2=6.02 spin_multiplicity=5 homo_energy_ha="-0.20709 / -0.20705" orbital_gap_ha="0.2036 / 0.1996"
H -2.366 -2.255 -1.028
N -0.341 -1.747 -1.396
B 2.015 -1.495 -2.074
N 0.589 -2.037 -2.341
C -0.019 -2.757 -3.297
Fe 0.601 -0.087 0.737
H 0.528 -3.064 -4.174
C -1.349 -2.947 -2.928
H -2.096 -3.479 -3.484
C -1.520 -2.300 -1.701
H 2.797 -1.910 -2.878
C 0.891 0.568 2.553
H -0.074 1.021 2.834
H 1.700 1.293 2.705
H 1.037 -0.290 3.222
N 2.426 -1.852 -0.611
N 1.913 0.043 -2.079
N 1.805 -1.306 0.552
N 1.175 0.726 -1.111
C 3.476 -2.585 -0.238
C 2.398 0.909 -2.985
H 4.081 -3.057 -0.996
H 3.017 0.545 -3.796
C 3.576 -2.583 1.145
C 1.977 2.183 -2.631
C 2.513 -1.817 1.616
C 1.199 2.033 -1.480
H 4.321 -3.067 1.741
H 2.202 3.105 -3.140
H 2.269 -1.570 2.641
H 0.651 2.789 -0.948
H -0.105 -0.947 -0.783
C -3.050 0.446 -0.375
C -2.388 1.627 0.195
C -3.007 2.902 0.364
C -2.020 3.761 0.876
C -0.830 2.982 0.991
C 0.445 3.550 1.440
N -1.076 1.687 0.593
H -2.961 -0.436 0.275
H -2.655 0.201 -1.372
H -4.118 0.672 -0.495
H -4.040 3.118 0.126
H -2.084 4.809 1.138
H 0.772 4.338 0.743
H 0.305 4.032 2.418
H 1.240 2.805 1.535



15
Properties=species:S:1:pos:R:3 method="wB97M-V/def2-TZVPD" de_lowest_kj_mol=543.6 homo_energy_ha="-0.68000 / -0.67803" total_charge=+2 orbital_gap_ha="0.2120 / 0.2101"
O -1.270 0.444 -1.699
C -0.125 -0.184 -1.409
Al -0.783 -0.537 1.095
C -0.809 1.380 1.965
O -0.984 2.382 2.498
C 0.098 -1.244 -2.436
O -0.556 -2.226 -2.167
C 0.549 0.393 -0.320
O 1.497 1.149 -0.271
C -1.535 0.744 -0.346
O -1.608 1.897 0.070
H 0.536 -0.862 -3.278
O 1.357 -1.183 1.863
H 1.461 -1.475 2.778
H 2.172 -0.677 1.656



23
Properties=species:S:1:pos:R:3 method="wB97M-V/def2-TZVPD" homo_energy_ha=-0.32961 orbital_gap_ha=0.3525
C -1.641 -1.464 -1.853
C -0.987 1.252 -2.060
C -1.357 0.445 2.867
C 3.133 0.512 0.839
O -1.560 2.540 0.757
O 1.076 -1.156 1.849
O -1.399 0.119 0.314
O 0.951 -0.022 -0.540
O 0.604 1.441 1.389
P -0.760 -0.266 -1.100
P -1.021 1.304 1.373
P 1.363 0.026 1.010
H -1.681 -2.497 -1.390
H -1.471 -1.553 -2.901
H -1.640 1.783 -1.265
H -0.056 1.725 -2.271
H -1.534 1.142 -3.022
H -0.668 -0.342 2.835
H -1.441 0.906 3.903
H -2.368 -0.040 2.671
H 3.577 0.080 1.795
H 3.490 -0.086 0.013
H 3.432 1.481 0.662



20
Properties=species:S:1:pos:R:3 method="wB97M-V/def2-TZVPD" de_lowest_kj_mol=318.4 homo_energy_ha=-0.31850 smiles=CN[C@@H](C)[C@H](C)O orbital_gap_ha=0.3553
C 1.168 -2.170 -0.618
N 0.099 -1.241 -0.744
C 0.570 0.144 -0.263
C -0.520 0.959 0.650
C -0.415 0.265 2.196
O -1.766 0.823 0.098
C 0.769 1.243 -1.396
H 0.937 -2.347 0.549
H 2.181 -1.580 -0.687
H 1.009 -3.026 -1.290
H -0.181 -0.993 -1.702
H 1.406 0.122 0.535
H -0.177 1.998 0.694
H -0.163 -0.793 2.001
H -1.463 0.486 2.614
H 0.323 0.657 2.883
H -2.341 0.237 0.734
H -0.163 1.514 -1.919
H 1.250 2.249 -1.152
H 1.380 0.936 -2.247



9
Properties=species:S:1:pos:R:3 method="wB97M-V/def2-TZVPD" de_lowest_kj_mol=202.5 homo_energy_ha=-0.35658 orbital_gap_ha=0.4021
C -1.378 0.187 -0.037
C -0.220 -0.462 0.075
C 1.095 0.178 0.014
H -2.346 -0.272 -0.087
H -1.199 1.325 -0.063
H -0.314 -2.037 0.187
H 1.450 0.116 -0.971
H 1.762 -0.334 0.703
H 1.150 1.298 0.180



| no. | F_max (hartree/bohr) |
| --- | --- |
| 1 | 0.100 |
| 2 | 0.033 |
| 3 | 0.044 |
| 4 | 0.021 |
| 5 | 0.007 |
| 6 | 0.150 |
| 7 | 0.110 |
| 8 | 0.084 |
| 9 | 0.092 |
| 10 | 0.094 |